ORCA calculation (ωB97M-V/def2-TZVPD) on a single C18H22ClF2N3O4 molecule.

Cartesian coordinates (Å):
C1 0.9542 -6.5392 0.4902
C2 0.1359 2.7658 0.4717
H1 -0.7327 -4.8524 2.5683
H2 1.3948 1.4168 2.2083
C3 -1.8291 4.8089 -1.6729
H3 1.6498 -1.2094 -0.5919
H4 1.0011 -1.7209 1.7397
C4 -0.3139 3.8382 -0.4606
Cl1 -1.6758 8.4693 -4.1026
C5 2.4675 0.3352 0.6573
H5 0.6785 0.2548 -0.5548
C6 0.3987 -1.0621 1.1234
C7 -0.8496 -3.1429 0.4268
H6 -0.9258 -5.6835 0.0544
N1 1.4783 2.6138 0.5436
H7 -3.7738 6.6655 -3.6471
H8 2.9914 2.0598 1.8466
H9 -3.8973 4.5639 -2.2649
H10 3.1747 0.5869 -0.1386
F1 0.8461 -7.5804 -0.3785
C8 0.3061 -4.0932 0.8222
C9 -1.8830 -1.0198 0.1473
C10 0.3085 4.9252 -0.9709
H11 1.0399 -4.9492 2.6796
F2 2.2980 -6.1978 0.5196
H12 0.2245 -3.4000 2.8764
H13 3.0066 -0.3191 1.3497
H14 2.0509 3.1034 -0.1228
H15 0.3704 -5.1880 -1.0293
C11 -2.9937 5.1531 -2.3352
H16 1.3179 5.2510 -0.7848
H17 -2.7310 -1.2398 0.7981
C12 -0.6794 5.5838 -1.7811
C13 0.1198 -5.3842 0.0152
O1 -0.6632 2.1100 1.1134
N2 -0.6098 6.7023 -2.5138
H18 -0.0367 -0.2959 1.7684
O2 1.5552 -3.4923 0.4896
C14 1.2821 -0.4179 0.0615
H19 -1.6354 0.0362 0.2244
H20 -2.1806 -1.2637 -0.8715
O3 -1.6137 3.7421 -0.8658
H21 2.2238 -4.1873 0.5056
O4 -1.9086 -3.6352 0.0573
N3 -0.7133 -1.8030 0.5358
C15 2.0988 1.6167 1.4024
C16 -1.7145 7.0225 -3.1359
C17 -2.9221 6.3046 -3.0909
H22 0.7070 -6.9095 1.4855
C18 0.2024 -4.3429 2.3315

E = -49641.9374 eV
SMILES = CN(CCCCNC(=O)c1cc2nc(Cl)ccc2o1)C(=O)[C@](C)(O)CC(F)F
E_LUMO = -0.19 eV
ΔE to the lowest compared entry with this formula, charge and spin = 2.5 kcal/mol
HOMO-LUMO gap = 8.92 eV